Computed, not measured: the ion C10H17N2O2 with charge +1, with ωB97M-V/def2-TZVPD.

Geometry as XYZ:
```
31
Properties=species:S:1:pos:R:3:nbo_charge:R:1
C -3.0198 -0.2561 -0.0449 0.673
C -1.2559 1.5029 0.0324 0.687
C -1.9711 -1.4121 0.1170 -0.310
C 2.2448 1.5795 0.2808 -0.382
C 2.5209 0.1284 0.1632 -0.457
C -0.1571 0.2812 0.3889 0.112
C 1.2043 0.7333 -0.2957 -0.077
C 0.0039 0.0827 1.8735 -0.659
C 1.0526 0.7074 -1.8156 -0.644
C 0.2763 -2.1491 -0.2644 -0.412
N -2.5364 1.0601 -0.0626 -0.655
N -0.6425 -0.9731 -0.3091 -0.369
O -4.1916 -0.5105 0.0330 -0.482
O -0.8853 2.6564 0.0048 -0.509
H -1.9314 -1.5240 1.1299 0.246
H -2.3150 -2.2733 -0.5203 0.274
H 2.3482 2.0485 1.3306 0.254
H 2.6603 2.2970 -0.5272 0.239
H 3.1557 -0.1786 -0.5703 0.226
H 2.6528 -0.1921 1.1320 0.229
H 0.1592 -1.0641 2.2019 0.233
H -0.9535 0.4333 2.4585 0.248
H 0.7677 0.6817 2.1699 0.244
H 1.8416 1.2931 -2.2270 0.256
H 0.0776 1.3314 -1.9346 0.222
H 1.0655 -0.2552 -2.3409 0.212
H 0.4546 -2.4135 0.6828 0.223
H 0.0220 -2.9261 -0.9407 0.243
H 1.1984 -1.6890 -0.5680 0.246
H -3.1914 1.7517 -0.2898 0.443
H -0.6552 -0.7518 -1.2879 0.444
```

Values from the calculation:
**DFT total energy**: -17712.135 eV
**Frontier orbital gap**: 10.88 eV
**LUMO level**: -3.121 eV
**F_max**: 5.5 eV/A
**Charge**: +1